(1)
A cluster of 2 separate species, C3H10N2 in total at a distorted geometry, computed with wB97M-V/def2-TZVPD.

Results
M = 74.13 g mol⁻¹
SMILES string = C=C.NCN
Energy above the lowest of the compared OMol25 structures with the same formula, charge and spin = 53.3 kcal/mol
E_HOMO = -9.573 eV

Element x y z (Å)
C -1.49047 -2.77836 1.26145
C -2.72210 -3.03544 0.84717
H -1.27200 -1.80174 1.59929
H -0.68841 -3.35132 0.80310
H -3.40913 -2.22516 0.87652
H -3.25439 -3.85854 0.37619
N 2.14206 2.83321 0.16095
C 1.79866 1.76831 -0.78691
N 0.37690 1.44867 -1.18573
H 1.66917 2.80793 1.05446
H 1.87412 3.76525 -0.24202
H 2.09578 0.84625 -0.15648
H 2.38228 1.97794 -1.75032
H 0.16306 0.49918 -0.72614
H 0.33448 1.10383 -2.13154

(2)
A cluster of 2 separate species, C3H10N2O in total at a distorted geometry, computed with wB97M-V/def2-TZVPD.

Results
Total charge = -1
M = 90.13 g mol⁻¹
Energy above the lowest of the compared OMol25 structures with the same formula, charge and spin = 20.6 kcal/mol
E_HOMO (alpha / beta) = 0.518 / -2.828 eV
<S²> = 0.754
Multiplicity = 2

Element x y z (Å)
O -1.21564 1.71189 0.04878
C -0.55755 1.84326 1.12945
C -0.65685 0.86886 2.31109
H 0.43667 2.36812 1.17024
H -1.55050 1.00921 2.97352
H -0.87745 -0.11907 1.87728
H 0.37587 0.77913 2.66556
N 1.25913 -1.28650 -2.24469
C 0.27681 -1.61453 -1.21621
N 0.43768 -0.92658 0.04652
H 1.17752 -1.74139 -3.14451
H 2.18091 -1.56645 -1.91855
H 0.22966 -2.69628 -1.01828
H -0.72586 -1.35059 -1.54804
H 0.49995 0.08660 0.00397
H 1.25392 -1.27600 0.53806

(3)
A cluster of 2 separate species, C3H10N2O in total, computed with wB97M-V/def2-TZVPD.

Results
M = 90.13 g mol⁻¹
SMILES string = N/C=C/N.CO
Energy above the lowest of the compared OMol25 structures with the same formula, charge and spin = 38.3 kcal/mol
E_HOMO = -7.876 eV

Element x y z (Å)
N -1.91343 -0.05253 -1.92475
C -1.16167 -0.75449 -0.95175
C -1.17098 -0.46891 0.34241
N -0.39640 -1.17831 1.31074
H -1.44952 -0.07349 -2.82327
H -2.04799 0.91663 -1.66436
H -0.53479 -1.55689 -1.32515
H -1.65000 0.43711 0.69262
H -0.83171 -1.14274 2.22284
H -0.31256 -2.15292 1.05027
C 2.02286 1.29857 0.32923
O 2.12082 0.23847 1.25903
H 3.01891 1.49590 -0.07244
H 1.35936 1.04864 -0.50555
H 1.65636 2.21247 0.80978
H 1.29073 -0.26750 1.25033

(4)
A structure of composition C3H10N2O at a distorted geometry, computed with wB97M-V/def2-TZVPD.

Results
M = 90.13 g mol⁻¹
Energy above the lowest of the compared OMol25 structures with the same formula, charge and spin = 120.3 kcal/mol
E_HOMO = -8.135 eV

Element x y z (Å)
C -0.79172 -0.18609 -0.41368
C 2.21137 0.48238 0.13592
C -0.61472 -1.35603 0.52644
N 1.12708 0.48576 -0.82006
N -2.43816 0.40315 -0.07777
O -0.37132 1.03597 -0.06051
H 1.21713 1.24781 -1.48780
H -0.89272 -0.43758 -1.47077
H -2.55975 0.65803 0.89947
H -2.68089 1.20570 -0.65278
H 2.31115 1.41755 0.69840
H 2.06573 -0.33406 0.84432
H 3.15515 0.30150 -0.39133
H -1.49221 -1.99545 0.46510
H -0.51636 -1.00092 1.55125
H 0.27023 -1.92772 0.25381

| no. | DFT total energy (Eh) |
| --- | --- |
| 1 | -229.724351 |
| 2 | -304.974142 |
| 3 | -305.013636 |
| 4 | -304.883007 |